a.
ORCA calculation (ωB97M-V/def2-TZVPD) on an isolated molecule of C5H6S3.

Atoms and positions in Å:
1 C 1.974 1.931 1.984
2 S 0.803 0.521 2.180
3 S -0.791 1.141 1.097
4 C -0.815 -0.105 -0.240
5 C -1.677 -1.081 -0.351
6 C -1.461 -1.866 -1.503
7 C -0.396 -1.421 -2.270
8 S 0.380 -0.079 -1.490
9 H 2.791 1.719 2.304
10 H 1.472 2.757 2.238
11 H 2.244 2.205 0.871
12 H -2.508 -1.234 0.149
13 H -1.945 -2.589 -1.899
14 H -0.071 -1.898 -3.069

HOMO = -8.4959 eV
SMILES string = CSSc1cccs1
total charge = 0
HOMO-LUMO gap = 9.14 eV
LUMO level = 0.0235 hartree

natural (NBO) atomic charge list, values in e, 5 entries: atom 1 (C): -0.66, atom 2 (S): 0.08, atom 3 (S): 0.13, atom 4 (C): -0.35, atom 5 (C): -0.27

b.
ORCA calculation (ωB97M-V/def2-TZVPD) on an isolated molecule of C5H6S3.

Atoms and positions in Å:
1 C -0.268 0.654 2.163
2 C 0.397 0.788 0.769
3 C 1.653 -0.041 0.470
4 S 2.327 -0.093 -1.012
5 C -0.750 0.505 -0.191
6 S -1.452 1.662 -1.017
7 C -1.329 -0.875 -0.445
8 S -0.747 -2.123 0.489
9 H -1.074 1.540 2.267
10 H 0.406 0.892 3.037
11 H -0.630 -0.410 2.165
12 H 0.807 1.848 0.555
13 H 2.267 -0.470 1.377
14 H -2.058 -0.720 -1.354

HOMO = -8.8579 eV
SMILES string = C[C@@H](C=S)C(=S)C=S
total charge = 0
HOMO-LUMO gap = 6.88 eV
LUMO level = -0.0726 hartree

natural (NBO) atomic charge list, values in e, 5 entries: atom 1 (C): -0.63, atom 2 (C): -0.41, atom 3 (C): -0.25, atom 4 (S): 0.06, atom 5 (C): -0.16

How do the energies compare? Relative to the most stable structure, in hartree: a 0.0000; b 0.0232.

a.
ORCA calculation (ωB97M-V/def2-TZVPD) on a structure of composition C25H70O10.

Atoms and positions in Å:
1 C 4.653 -1.373 -1.800
2 C 4.124 -2.126 -0.494
3 O 3.348 -1.146 0.143
4 H 5.226 -0.484 -1.533
5 H 3.795 -1.113 -2.420
6 H 5.278 -2.133 -2.270
7 H 4.815 -2.478 0.272
8 H 3.367 -2.880 -0.708
9 H 2.856 -0.614 -0.487
10 C 2.316 1.820 -1.758
11 C 2.801 1.067 -3.008
12 O 3.794 1.821 -3.494
13 H 2.134 2.886 -1.900
14 H 3.068 1.779 -0.970
15 H 1.424 1.327 -1.373
16 H 2.006 0.942 -3.744
17 H 3.149 0.082 -2.698
18 H 4.440 1.245 -3.908
19 C -0.866 1.091 -0.133
20 C 0.093 0.018 0.445
21 O 1.387 0.550 0.374
22 H -0.698 1.200 -1.204
23 H -0.854 2.073 0.340
24 H -1.924 0.839 -0.063
25 H 0.025 -0.981 0.014
26 H -0.238 -0.145 1.471
27 H 1.989 -0.150 0.636
28 C -2.269 -0.697 2.428
29 C -2.884 -1.327 3.679
30 O -2.670 -2.683 3.699
31 H -2.847 -1.084 1.589
32 H -1.254 -1.080 2.333
33 H -2.296 0.393 2.438
34 H -3.969 -1.263 3.600
35 H -2.590 -0.963 4.663
36 H -3.212 -2.946 4.447
37 C -1.514 2.276 -2.143
38 C -1.887 3.519 -3.049
39 O -0.966 3.630 -4.071
40 H -2.107 2.139 -1.238
41 H -0.491 2.477 -1.824
42 H -1.338 1.386 -2.747
43 H -1.877 4.492 -2.556
44 H -2.867 3.377 -3.503
45 H -0.149 3.952 -3.685
46 C 0.709 -1.502 -1.340
47 C 1.044 -2.281 -2.573
48 C 1.314 -1.352 -3.708
49 O 2.082 -3.325 -2.426
50 H 1.564 -0.867 -1.105
51 H 0.308 -2.108 -0.528
52 H -0.111 -0.837 -1.610
53 H 0.178 -2.841 -2.928
54 H 0.381 -0.903 -4.047
55 H 1.689 -1.855 -4.600
56 H 2.004 -0.564 -3.404
57 H 2.176 -3.665 -1.533
58 C 5.010 -1.891 2.637
59 C 3.455 -1.785 2.763
60 C 2.993 -0.344 2.766
61 O 2.895 -2.487 1.673
62 H 5.286 -1.486 3.611
63 H 5.585 -1.347 1.888
64 H 5.213 -2.962 2.625
65 H 3.182 -2.215 3.726
66 H 1.937 -0.299 3.032
67 H 3.032 0.054 1.752
68 H 3.613 0.384 3.288
69 H 2.855 -2.080 0.804
70 C -2.647 4.550 -0.170
71 C -3.407 3.612 0.801
72 C -2.331 3.054 1.778
73 O -4.333 4.321 1.694
74 H -2.193 5.384 0.367
75 H -3.343 5.105 -0.799
76 H -1.964 4.139 -0.913
77 H -3.867 2.818 0.214
78 H -1.786 3.843 2.295
79 H -1.703 2.523 1.062
80 H -2.723 2.310 2.471
81 H -4.811 4.863 1.062
82 C 0.604 -2.193 3.181
83 C 0.236 -3.243 2.121
84 C -0.903 -2.840 1.200
85 O 1.409 -3.437 1.266
86 H 1.260 -1.470 2.696
87 H 1.257 -2.617 3.944
88 H -0.276 -1.689 3.580
89 H 0.051 -4.181 2.643
90 H -0.994 -3.481 0.323
91 H -1.024 -1.788 0.942
92 H -1.765 -3.009 1.846
93 H 2.173 -3.494 1.844
94 C -4.348 0.740 -2.109
95 C -3.956 0.192 -0.716
96 C -3.838 1.293 0.329
97 O -4.833 -0.857 -0.289
98 H -3.778 1.605 -2.448
99 H -5.406 0.992 -2.032
100 H -4.276 0.017 -2.922
101 H -2.952 -0.225 -0.784
102 H -2.893 1.825 0.221
103 H -3.878 0.848 1.323
104 H -4.715 1.940 0.317
105 H -4.759 -1.607 -0.884

HOMO = -7.4528 eV
total charge = 0
HOMO-LUMO gap = 7.96 eV
LUMO level = 0.0187 hartree

Löwdin atomic charge list, values in e, 5 entries: atom 1 (C): 0.00, atom 2 (C): -0.16, atom 3 (O): -0.13, atom 4 (H): 0.09, atom 5 (H): 0.03

b.
ORCA calculation (ωB97M-V/def2-TZVPD) on a cluster of 10 separate species, C25H70O10 in total.

Atoms and positions in Å:
1 C 1.558 6.869 -2.602
2 C 2.021 8.278 -3.158
3 C 1.185 8.806 -4.259
4 O 1.976 9.192 -2.137
5 H 1.722 6.103 -3.360
6 H 0.510 6.936 -2.312
7 H 2.067 6.609 -1.673
8 H 3.038 8.107 -3.512
9 H 1.432 9.828 -4.546
10 H 0.129 8.675 -4.025
11 H 1.364 8.297 -5.206
12 H 1.085 9.197 -1.780
13 C -1.366 -8.086 0.433
14 C -1.788 -7.855 1.882
15 C -3.233 -7.378 2.038
16 O -1.635 -9.070 2.630
17 H -1.318 -7.124 -0.077
18 H -2.088 -8.658 -0.149
19 H -0.359 -8.467 0.259
20 H -1.127 -7.107 2.321
21 H -3.973 -8.026 1.569
22 H -3.461 -6.385 1.651
23 H -3.462 -7.341 3.103
24 H -2.225 -9.704 2.216
25 C -2.240 3.913 -6.671
26 C -3.606 3.353 -6.618
27 C -3.899 2.166 -7.576
28 O -3.700 2.877 -5.288
29 H -1.497 3.121 -6.765
30 H -1.950 4.497 -5.797
31 H -2.138 4.560 -7.542
32 H -4.295 4.178 -6.797
33 H -4.925 1.848 -7.391
34 H -3.223 1.318 -7.462
35 H -3.887 2.457 -8.627
36 H -3.020 2.219 -5.122
37 C 6.649 2.436 -0.743
38 C 7.150 2.014 0.633
39 C 6.079 1.883 1.691
40 O 7.939 0.855 0.560
41 H 6.298 3.468 -0.720
42 H 5.742 1.916 -1.050
43 H 7.351 2.433 -1.577
44 H 7.875 2.776 0.918
45 H 5.267 1.232 1.368
46 H 5.539 2.768 2.028
47 H 6.491 1.430 2.592
48 H 8.456 0.780 1.365
49 C 0.185 -1.969 0.342
50 C -0.486 -0.590 0.706
51 C 0.040 0.572 -0.123
52 O -1.820 -0.743 0.426
53 H 0.313 -2.099 -0.733
54 H -0.362 -2.814 0.761
55 H 1.190 -2.104 0.741
56 H -0.269 -0.401 1.757
57 H -0.496 1.485 0.136
58 H -0.237 0.470 -1.173
59 H 1.122 0.685 -0.052
60 H -1.987 -0.883 -0.509
61 C -4.147 -3.931 -3.127
62 C -4.037 -2.611 -3.883
63 O -2.744 -2.051 -3.645
64 H -3.654 -3.875 -2.156
65 H -3.653 -4.740 -3.664
66 H -5.180 -4.275 -3.089
67 H -4.771 -1.841 -3.643
68 H -4.236 -2.797 -4.938
69 H -2.142 -2.589 -4.163
70 C 4.733 -5.399 -0.990
71 C 5.502 -4.136 -1.133
72 O 5.786 -3.591 0.116
73 H 4.459 -5.861 -1.939
74 H 3.784 -5.227 -0.483
75 H 5.275 -6.112 -0.368
76 H 4.874 -3.447 -1.696
77 H 6.367 -4.401 -1.742
78 H 6.150 -2.721 -0.065
79 C -3.679 5.110 3.533
80 C -2.247 5.711 3.491
81 O -2.342 7.103 3.761
82 H -3.757 4.079 3.187
83 H -4.342 5.747 2.947
84 H -4.059 5.117 4.554
85 H -1.771 5.617 2.515
86 H -1.602 5.336 4.286
87 H -2.570 7.175 4.691
88 C 4.532 -2.007 5.806
89 C 4.911 -1.800 7.245
90 O 3.706 -1.790 7.989
91 H 5.388 -2.041 5.133
92 H 3.762 -1.317 5.462
93 H 4.087 -2.997 5.708
94 H 5.359 -0.835 7.482
95 H 5.618 -2.584 7.515
96 H 3.472 -2.720 7.938
97 C -7.240 -2.160 5.205
98 C -6.384 -1.770 3.984
99 O -4.976 -1.818 4.278
100 H -6.931 -1.659 6.122
101 H -7.018 -3.205 5.424
102 H -8.300 -1.940 5.081
103 H -6.604 -0.763 3.629
104 H -6.569 -2.386 3.104
105 H -4.517 -1.401 3.545

HOMO = -10.0540 eV
SMILES string = CC(C)O.CC(C)O.CC(C)O.CC(C)O.CC(C)O.CCO.CCO.CCO.CCO.CCO
total charge = 0
HOMO-LUMO gap = 10.28 eV
LUMO level = 0.0082 hartree

Löwdin atomic charge list, values in e, 5 entries: atom 1 (C): -0.04, atom 2 (C): -0.54, atom 3 (C): -0.08, atom 4 (O): -0.04, atom 5 (H): 0.07

How do the energies compare? Relative to the most stable structure, in hartree: a 0.6108; b 0.0000.

a.
ORCA calculation (ωB97M-V/def2-TZVPD) on a cluster of 4 separate species, C24H20N4O8 in total.

Atoms and positions in Å:
1 O -0.378 -2.667 -0.994
2 N 0.815 -2.685 -0.596
3 O 1.637 -3.486 -1.049
4 C 1.191 -1.566 0.281
5 C 2.517 -1.419 0.630
6 C 2.962 -0.499 1.542
7 C 2.063 0.465 2.025
8 C 0.648 0.403 1.594
9 C 0.283 -0.604 0.774
10 H 3.177 -2.049 0.053
11 H 3.986 -0.638 1.859
12 H 2.395 1.052 2.868
13 H -0.120 1.013 2.046
14 H -0.794 -0.620 0.706
15 O -4.849 -4.865 -6.721
16 N -3.922 -4.125 -6.491
17 O -3.702 -3.059 -7.066
18 C -3.023 -4.543 -5.314
19 C -1.865 -3.829 -5.140
20 C -0.979 -4.219 -4.115
21 C -1.252 -5.337 -3.302
22 C -2.366 -6.155 -3.684
23 C -3.274 -5.730 -4.621
24 H -1.621 -2.982 -5.765
25 H -0.138 -3.651 -3.745
26 H -0.567 -5.758 -2.581
27 H -2.723 -7.040 -3.178
28 H -4.241 -6.210 -4.585
29 O -6.631 2.414 0.617
30 N -5.421 2.435 0.269
31 O -4.700 3.444 0.262
32 C -4.801 1.133 -0.013
33 C -3.539 1.118 -0.615
34 C -2.977 -0.077 -1.106
35 C -3.697 -1.305 -0.870
36 C -4.943 -1.308 -0.188
37 C -5.497 -0.085 0.042
38 H -2.894 1.981 -0.701
39 H -2.012 -0.185 -1.579
40 H -3.158 -2.218 -1.076
41 H -5.447 -2.216 0.107
42 H -6.480 -0.022 0.485
43 O 6.837 7.992 2.959
44 N 6.527 6.885 2.676
45 O 6.723 6.470 1.566
46 C 5.844 5.972 3.622
47 C 6.102 6.023 4.978
48 C 5.526 5.154 5.919
49 C 4.559 4.254 5.470
50 C 4.295 4.181 4.096
51 C 4.949 4.972 3.144
52 H 6.901 6.705 5.227
53 H 5.735 5.139 6.979
54 H 4.055 3.674 6.229
55 H 3.597 3.366 3.970
56 H 4.686 4.907 2.099

HOMO = -10.0112 eV
SMILES string = O=[N+]([O-])c1ccccc1.O=[N+]([O-])c1ccccc1.O=[N+]([O-])c1ccccc1.O=[N+]([O-])c1ccccc1
total charge = 0
HOMO-LUMO gap = 8.59 eV
LUMO level = -0.0523 hartree

natural (NBO) atomic charge list, values in e, 5 entries: atom 1 (O): -0.40, atom 2 (N): 0.52, atom 3 (O): -0.36, atom 4 (C): 0.01, atom 5 (C): -0.16

b.
ORCA calculation (ωB97M-V/def2-TZVPD) on a cluster of 4 separate species, C24H20N4O8 in total.

Atoms and positions in Å:
1 O 6.781 5.463 8.611
2 N 6.085 4.675 7.970
3 O 5.298 3.895 8.479
4 C 6.311 4.641 6.537
5 C 6.883 5.743 5.900
6 C 7.096 5.693 4.529
7 C 6.776 4.554 3.785
8 C 6.218 3.476 4.443
9 C 6.011 3.513 5.807
10 H 7.118 6.638 6.457
11 H 7.481 6.567 4.021
12 H 6.862 4.654 2.712
13 H 5.884 2.587 3.925
14 H 5.535 2.665 6.284
15 O 6.131 5.834 16.382
16 N 5.436 5.733 15.386
17 O 4.237 5.927 15.382
18 C 6.085 5.361 14.144
19 C 7.464 5.246 14.083
20 C 8.110 4.974 12.893
21 C 7.313 4.920 11.752
22 C 5.930 5.036 11.757
23 C 5.328 5.218 12.989
24 H 8.060 5.464 14.962
25 H 9.182 4.899 12.811
26 H 7.762 4.639 10.803
27 H 5.352 5.027 10.849
28 H 4.247 5.289 12.966
29 O 8.419 10.046 0.602
30 N 7.959 10.878 1.363
31 O 8.329 12.033 1.431
32 C 6.896 10.451 2.285
33 C 6.508 9.117 2.235
34 C 5.538 8.686 3.118
35 C 4.807 9.570 3.886
36 C 5.139 10.932 3.854
37 C 6.183 11.362 3.049
38 H 7.014 8.378 1.631
39 H 5.260 7.638 3.136
40 H 4.031 9.282 4.582
41 H 4.619 11.626 4.497
42 H 6.480 12.402 3.078
43 O 3.764 2.167 2.418
44 N 4.325 2.461 1.383
45 O 4.807 3.543 1.135
46 C 4.440 1.389 0.379
47 C 3.967 0.113 0.641
48 C 4.115 -0.853 -0.321
49 C 4.613 -0.500 -1.566
50 C 5.060 0.777 -1.875
51 C 4.989 1.732 -0.854
52 H 3.534 -0.132 1.601
53 H 3.774 -1.870 -0.188
54 H 4.595 -1.253 -2.349
55 H 5.511 1.078 -2.807
56 H 5.326 2.722 -1.127

HOMO = -9.7931 eV
SMILES string = O=[N+]([O-])c1ccccc1.O=[N+]([O-])c1ccccc1.O=[N+]([O-])c1ccccc1.O=[N+]([O-])c1ccccc1
total charge = 0
HOMO-LUMO gap = 8.89 eV
LUMO level = -0.0331 hartree

natural (NBO) atomic charge list, values in e, 5 entries: atom 1 (O): -0.39, atom 2 (N): 0.52, atom 3 (O): -0.37, atom 4 (C): 0.00, atom 5 (C): -0.18

How do the energies compare? Relative to the most stable structure, in hartree: a 0.0781; b 0.0000.